A 7-piece molecular cluster, C28H66O12 overall. Source: OMol25; level of theory: wB97M-V/def2-TZVPD.

Structure (XYZ):
```
106
Properties=species:S:1:pos:R:3
C 0.093 2.845 4.874
C 0.080 3.074 6.387
C 1.592 3.031 6.677
O 2.224 3.661 5.579
C 1.442 3.464 4.415
H -0.691 3.308 4.281
H 0.175 1.770 4.701
H -0.464 2.253 6.846
H -0.281 4.067 6.653
H 1.964 1.992 6.656
H 1.848 3.331 7.694
H 1.976 2.838 3.702
H 1.162 4.434 3.990
C 2.255 6.143 0.244
C 2.811 5.513 1.511
C 4.111 4.839 1.073
O 4.585 5.706 0.045
C 3.491 6.239 -0.677
H 1.908 7.153 0.477
H 1.369 5.655 -0.164
H 2.174 4.793 2.027
H 2.917 6.359 2.191
H 3.932 3.902 0.528
H 4.813 4.732 1.895
H 3.287 5.613 -1.558
H 3.780 7.231 -1.017
C 2.647 -0.543 -3.646
O 2.757 -1.905 -3.300
C 3.260 -2.678 -4.393
C 3.334 -4.138 -4.010
O 2.080 -4.788 -4.147
C 1.027 -4.319 -3.342
H 3.073 -0.184 -4.585
H 3.068 0.091 -2.862
H 1.591 -0.250 -3.684
H 4.284 -2.382 -4.644
H 2.589 -2.563 -5.244
H 3.881 -4.392 -3.101
H 3.922 -4.593 -4.813
H 0.498 -3.451 -3.759
H 1.413 -3.977 -2.376
H 0.285 -5.108 -3.234
C -6.052 0.185 -4.309
O -4.860 -0.233 -3.686
C -3.900 0.767 -3.431
C -4.179 1.575 -2.185
O -5.346 2.376 -2.345
C -5.503 3.367 -1.360
H -6.603 0.770 -3.566
H -6.646 -0.655 -4.656
H -5.947 0.850 -5.175
H -3.880 1.413 -4.316
H -2.939 0.272 -3.290
H -3.341 2.254 -1.981
H -4.300 0.971 -1.279
H -4.910 3.202 -0.453
H -6.553 3.408 -1.077
H -5.150 4.337 -1.724
C 5.307 -2.350 0.827
O 5.051 -3.735 0.783
C 3.977 -4.114 -0.044
C 2.587 -3.673 0.417
O 2.496 -3.419 1.802
C 2.510 -4.591 2.623
H 5.941 -2.160 1.695
H 4.366 -1.833 1.037
H 5.842 -1.971 -0.048
H 4.036 -5.200 -0.119
H 4.172 -3.763 -1.066
H 1.918 -4.504 0.153
H 2.247 -2.771 -0.090
H 2.869 -4.244 3.589
H 3.215 -5.292 2.171
H 1.516 -5.038 2.704
C -2.661 -3.390 -0.365
O -3.636 -2.392 -0.175
C -4.823 -2.617 -0.930
C -5.995 -1.853 -0.381
O -6.107 -2.065 1.011
C -7.347 -1.666 1.530
H -1.821 -3.086 0.263
H -2.240 -3.457 -1.375
H -3.076 -4.329 0.013
H -5.031 -3.693 -0.981
H -4.571 -2.267 -1.940
H -6.909 -2.268 -0.826
H -5.901 -0.794 -0.648
H -7.484 -0.583 1.576
H -7.365 -1.984 2.578
H -8.171 -2.234 1.087
C -1.342 0.066 -0.614
O -0.330 0.907 -0.073
C 0.963 0.316 -0.179
C 1.949 1.109 0.673
O 1.937 1.034 2.072
C 1.932 -0.285 2.575
H -1.115 -0.310 -1.615
H -2.200 0.733 -0.617
H -1.544 -0.724 0.113
H 1.229 0.416 -1.233
H 0.920 -0.735 0.124
H 1.662 2.145 0.463
H 2.980 0.952 0.325
H 2.793 -0.799 2.120
H 1.016 -0.811 2.289
H 2.087 -0.306 3.652
```

Energy above the lowest of the compared OMol25 structures with the same formula, charge and spin ... 548.2 kJ/mol
SMILES string ... C1CCOC1.C1CCOC1.COCCOC.COCCOC.COCCOC.COCCOC.COCCOC
HOMO level ... -9.18 eV
Spin multiplicity ... 1
LUMO ... 0.46 eV